Record 1
18
Properties=species:S:1:pos:R:3:forces:R:3 method="wB97M-V/def2-TZVPD" e_tot_ev=-12479.1540 smiles=O.O.O.O.O.O e_homo_ha=-0.36177 relative_energy_kcal_mol=45.2 gap_ev=9.71
O -0.988944 1.559333 -1.996944 -1.4726 1.0216 -0.2884
H -1.803944 1.781333 -1.503944 0.6752 -0.0278 -0.4735
H -0.627944 0.847333 -1.491944 0.5599 -0.7459 0.2541
O 1.576056 -0.298667 -2.779944 -0.1566 -0.0037 -0.0030
H 2.483056 -0.590667 -2.737944 0.4242 -0.0901 -0.0534
H 1.167056 -0.646667 -1.981944 -0.2641 0.1301 0.0026
O -0.436944 -0.696667 -0.506944 1.0308 -1.0885 -0.3793
H -0.991944 -0.332667 0.185056 -0.2085 0.2544 0.6328
H 0.000056 -1.475667 -0.121944 -0.5860 0.4809 -0.1324
O -1.788944 0.424333 1.564056 -0.5835 -0.5747 -0.0618
H -2.041944 -0.324667 2.099056 -0.7471 -1.1455 -0.3633
H -1.379944 0.862333 2.285056 1.1113 1.7169 0.6097
O 0.746056 2.597333 0.084056 -0.8037 2.1769 -0.9270
H 1.084056 1.747333 0.206056 0.7715 -1.9945 0.5666
H 0.610056 3.038333 0.915056 0.1453 -0.0899 0.5613
O 0.414056 -2.741667 1.884056 0.5274 -0.1056 0.2033
H 0.850056 -3.155667 2.653056 -0.2938 0.2686 -0.5616
H 1.130056 -2.594667 1.246056 -0.1295 -0.1831 0.4134

***

Record 2
18
Properties=species:S:1:pos:R:3:forces:R:3 method="wB97M-V/def2-TZVPD" e_tot_ev=-12477.6284 smiles=O.O.O.O.O.O e_homo_ha=-0.36760 relative_energy_kcal_mol=80.4 gap_ev=9.90
H -0.428350 0.229706 0.096867 0.7401 1.7541 1.7945
H 0.356401 1.481746 -0.076947 0.4141 1.4055 -0.8633
H -1.172122 3.529179 -2.063717 0.5067 0.9209 0.5707
H -1.894676 2.506500 -2.654465 -0.6433 -2.4964 -3.2733
H -2.795448 1.001536 2.858088 -0.4151 -0.0172 0.1549
H -2.572471 1.522826 1.454846 -1.4194 1.0041 -2.2093
H 1.883771 -0.162597 -1.594001 0.3325 0.1518 0.0289
H 0.789849 -0.929217 -2.319200 1.0615 -0.1501 0.0523
H 1.585906 -4.120091 1.807931 -0.6927 -0.5010 0.0997
H 1.652481 -2.799394 1.377503 2.8948 3.7344 -0.9817
H 0.775329 -1.576611 0.295693 1.2875 -0.0142 -0.0402
H 1.389570 -0.290133 0.147537 -0.6170 3.8024 0.4250
O 0.075770 0.941641 0.639170 -1.5887 -2.3972 -1.2462
O -1.916524 2.966344 -1.878139 0.1633 1.5478 2.6978
O -2.140119 1.212409 2.199129 1.6224 -0.9862 2.1989
O 1.742228 -0.973591 -2.072910 -1.2864 0.0716 -2.3742
O 1.004871 -3.396419 1.539519 -2.1609 -3.4508 1.0675
O 1.663535 -1.143834 0.243094 -0.1993 -4.3794 1.8981

***

Record 3
18
Properties=species:S:1:pos:R:3:forces:R:3 method="wB97M-V/def2-TZVPD" e_tot_ev=-12478.3906 smiles=O.O.O.O.O.O e_homo_ha=-0.37656 relative_energy_kcal_mol=62.8 gap_ev=10.06
H 0.293794 0.006159 -0.974648 0.2577 0.3411 0.2418
H -0.198077 1.173195 -0.134330 -0.2608 -0.0293 -0.0176
H -0.731210 3.790420 4.654947 0.0407 -0.0676 0.0008
H -1.366147 2.592220 3.968499 0.1692 -0.0442 -0.0940
H -1.890586 -1.475376 -3.683758 -0.2145 0.1139 -0.1519
H -0.858144 -0.444502 -3.257845 -0.0367 0.3876 -0.4203
H 0.973665 1.334731 1.111493 0.4383 -0.1884 0.7824
H 0.671046 0.358202 2.236151 0.0415 0.1835 -0.1486
H 2.194451 -2.152224 -0.301737 -0.0685 0.0362 -0.0995
H 1.144256 -1.553693 -1.223089 0.3175 -0.6211 0.2191
H -0.696239 -1.864222 -2.085108 -0.5444 -0.1577 0.1463
H -0.866240 -3.361850 -2.280683 0.0879 -0.0813 0.1315
O 0.561309 0.592676 -0.258112 -0.9860 0.0416 -1.6852
O -0.510307 2.967127 4.205081 -0.2201 0.2132 0.2017
O -1.809142 -0.596446 -3.296671 0.2982 -0.1250 0.1436
O 0.630644 1.294586 2.011335 -0.0170 0.4582 1.0363
O 1.995170 -1.360327 -0.813768 0.3908 -0.4115 -0.2483
O -0.701495 -2.697999 -1.601602 0.3062 -0.0491 -0.0380

***

Record 4
18
Properties=species:S:1:pos:R:3:forces:R:3 method="wB97M-V/def2-TZVPD" e_tot_ev=-12480.2007 smiles=O.O.O.O.O.O e_homo_ha=-0.37677 relative_energy_kcal_mol=21.1 gap_ev=10.58
O 10.913934 9.752052 -4.141235 0.1261 0.0764 0.1298
H 11.610158 9.409499 -3.563736 -0.1328 0.0284 -0.0307
H 10.441372 10.384701 -3.587352 0.0241 -0.1156 0.0342
O 10.531324 8.251582 -0.896736 -0.2835 0.1524 -0.0443
H 10.406330 8.391994 0.046992 0.0466 -0.0158 -0.0794
H 9.638913 8.343920 -1.292508 0.2804 -0.0983 -0.0193
O 5.352370 7.661204 -1.098980 0.0225 0.0866 0.1565
H 5.559341 7.102048 -0.340685 -0.0139 0.0240 -0.1171
H 4.524294 8.096091 -0.865292 0.0869 -0.0396 -0.0421
O 7.691426 10.372090 -4.416820 0.1319 0.3536 -0.1817
H 8.337503 10.604854 -5.095811 -0.0538 -0.2077 0.0394
H 6.882689 10.826620 -4.677448 0.0414 -0.1039 0.0904
O 8.131340 8.385891 -2.419191 0.0644 0.4713 0.0857
H 8.151669 9.089009 -3.101432 -0.2181 -0.4508 0.2278
H 7.315993 8.538138 -1.920133 -0.0368 -0.1983 -0.1726
O 9.506447 7.195392 -4.798534 0.2554 0.0789 0.1382
H 9.198888 6.981855 -3.908399 -0.1132 0.0538 -0.1163
H 10.104901 7.945234 -4.649897 -0.2277 -0.0955 -0.0987

***

Please write out number 4 again, unchanged.
18
Properties=species:S:1:pos:R:3:forces:R:3 method="wB97M-V/def2-TZVPD" e_tot_ev=-12480.2007 smiles=O.O.O.O.O.O e_homo_ha=-0.37677 relative_energy_kcal_mol=21.1 gap_ev=10.58
O 10.913934 9.752052 -4.141235 0.1261 0.0764 0.1298
H 11.610158 9.409499 -3.563736 -0.1328 0.0284 -0.0307
H 10.441372 10.384701 -3.587352 0.0241 -0.1156 0.0342
O 10.531324 8.251582 -0.896736 -0.2835 0.1524 -0.0443
H 10.406330 8.391994 0.046992 0.0466 -0.0158 -0.0794
H 9.638913 8.343920 -1.292508 0.2804 -0.0983 -0.0193
O 5.352370 7.661204 -1.098980 0.0225 0.0866 0.1565
H 5.559341 7.102048 -0.340685 -0.0139 0.0240 -0.1171
H 4.524294 8.096091 -0.865292 0.0869 -0.0396 -0.0421
O 7.691426 10.372090 -4.416820 0.1319 0.3536 -0.1817
H 8.337503 10.604854 -5.095811 -0.0538 -0.2077 0.0394
H 6.882689 10.826620 -4.677448 0.0414 -0.1039 0.0904
O 8.131340 8.385891 -2.419191 0.0644 0.4713 0.0857
H 8.151669 9.089009 -3.101432 -0.2181 -0.4508 0.2278
H 7.315993 8.538138 -1.920133 -0.0368 -0.1983 -0.1726
O 9.506447 7.195392 -4.798534 0.2554 0.0789 0.1382
H 9.198888 6.981855 -3.908399 -0.1132 0.0538 -0.1163
H 10.104901 7.945234 -4.649897 -0.2277 -0.0955 -0.0987